Entry 1:
Below is a structure of composition C50H48N4O5PtSSi, with properties calculated with ωB97M-V/def2-TZVPD.

Properties
HOMO energy (alpha / beta)   -0.286 / -0.294 Ha
Gap between HOMO and LUMO (alpha / beta)   7.140 / 6.005 eV
Spin multiplicity   5
<S²>   6.05

XYZ file:
```
110
Properties=species:S:1:pos:R:3:mulliken_spin:R:1
Pt -0.3910 -0.2021 -0.2416 1.835
N -1.6773 -1.7319 3.6323 0.022
C -1.5255 -1.0217 2.4966 -0.042
S -1.0851 -1.9472 1.0608 0.427
N -1.7921 0.2502 2.5235 0.011
N -1.5617 0.8502 1.3370 0.111
C -1.9842 2.0368 1.0987 0.032
C -2.8003 2.8418 2.0302 0.007
C -2.4067 3.0326 3.3510 -0.007
C -3.1936 3.7910 4.2031 0.000
C -4.3840 4.3442 3.7524 -0.001
C -4.7854 4.1489 2.4383 0.002
C -3.9914 3.4074 1.5772 0.001
C -1.5992 2.5803 -0.2294 -0.012
C -1.6952 3.9311 -0.5377 0.000
C -1.3099 4.3595 -1.7973 0.004
C -0.8483 3.4358 -2.7200 0.000
C -0.7515 2.1091 -2.3376 -0.004
N -1.1146 1.7018 -1.1248 0.107
H -1.3677 -2.6863 3.6653 0.004
H -1.8024 -1.2250 4.4928 0.000
H -1.4893 2.5825 3.7038 0.001
H -2.8766 3.9444 5.2268 0.000
H -5.0007 4.9255 4.4258 0.000
H -5.7139 4.5748 2.0808 0.000
H -4.3000 3.2587 0.5491 0.000
H -2.0594 4.6250 0.2055 0.001
H -1.3650 5.4100 -2.0508 0.000
H -0.5474 3.7302 -3.7150 0.001
H -0.3556 1.3412 -2.9884 0.004
O 1.1381 0.7541 0.7986 0.253
Si 2.3702 0.4102 1.7754 -0.021
C 2.1525 1.4483 3.3405 -0.001
C 1.4612 2.6598 3.2595 0.012
C 1.3232 3.4862 4.3654 -0.001
C 1.8652 3.1103 5.5878 0.000
C 2.5464 1.9072 5.6941 0.001
C 2.6877 1.0912 4.5789 -0.001
C 3.9600 0.8854 0.8912 0.008
C 5.1932 0.8760 1.5469 0.003
C 6.3676 1.1832 0.8781 0.001
C 6.3287 1.5039 -0.4737 0.000
C 5.1135 1.5212 -1.1418 -0.001
C 3.9412 1.2178 -0.4616 -0.001
C 2.4950 -1.3854 2.3002 -0.005
C 3.3603 -2.2633 1.6458 0.008
C 3.4062 -3.6116 1.9717 0.002
C 2.5857 -4.1081 2.9753 0.000
C 1.7280 -3.2505 3.6506 -0.009
C 1.6878 -1.9053 3.3120 0.008
H 1.0302 2.9535 2.3063 0.005
H 0.7982 4.4309 4.2767 0.000
H 1.7575 3.7540 6.4524 0.000
H 2.9725 1.6058 6.6434 0.000
H 3.2229 0.1519 4.6786 0.000
H 5.2397 0.6207 2.6021 0.000
H 7.3138 1.1699 1.4056 0.000
H 7.2451 1.7360 -1.0025 0.000
H 5.0801 1.7591 -2.1981 0.000
H 2.9909 1.2306 -0.9848 0.002
H 4.0043 -1.8956 0.8534 0.000
H 4.0746 -4.2717 1.4333 0.000
H 2.6166 -5.1599 3.2322 0.000
H 1.0944 -3.6322 4.4437 0.000
H 1.0206 -1.2433 3.8564 0.001
O 3.8008 -3.2697 -1.6972 0.001
C 3.8795 -2.3237 -2.6442 0.004
C 4.9573 -2.3715 -3.5341 0.000
C 5.0740 -1.4263 -4.5305 0.000
C 4.1250 -0.4140 -4.6725 0.000
C 3.0661 -0.3624 -3.7916 0.008
C 2.9245 -1.3025 -2.7697 0.007
C 1.7889 -1.2247 -1.8145 -0.025
O 1.6670 -2.0728 -0.9096 0.033
O 0.9534 -0.2604 -1.9725 0.124
H 2.9907 -3.0661 -1.1665 -0.002
H 5.6837 -3.1646 -3.4157 0.000
H 5.9154 -1.4746 -5.2112 0.000
H 4.2245 0.3246 -5.4569 0.000
H 2.3178 0.4155 -3.8675 0.000
C -4.6479 -0.4823 0.1507 0.039
C -5.0821 -0.3209 -1.3073 0.007
C -4.6317 1.0157 -1.8981 0.011
C -4.6694 -1.4872 -2.1713 0.135
C -5.6206 -2.2881 -2.7500 -0.090
C -5.2603 -3.3612 -3.5676 0.247
C -3.9197 -3.6478 -3.8190 -0.094
C -2.9051 -2.8998 -3.2690 0.117
C -1.4655 -3.2509 -3.5431 0.013
C -0.7736 -3.7814 -2.2887 0.027
C -0.6890 -2.1093 -4.1991 0.030
C -3.2539 -1.7828 -2.4035 0.189
O -2.3762 -1.0839 -1.8537 0.468
H -4.9597 0.3888 0.7335 0.003
H -3.5668 -0.5742 0.2289 -0.011
H -5.0987 -1.3678 0.6014 -0.006
H -6.1776 -0.3237 -1.3246 0.001
H -3.5471 1.1026 -1.8863 0.001
H -5.0556 1.8336 -1.3102 0.002
H -4.9777 1.1321 -2.9266 -0.007
H -6.6703 -2.0851 -2.5727 0.005
H -6.0311 -3.9757 -4.0154 0.007
H -3.6671 -4.4829 -4.4615 0.005
H -1.5019 -4.0775 -4.2618 0.001
H -0.6824 -3.0101 -1.5254 0.004
H 0.2392 -4.1090 -2.5292 0.005
H -1.3217 -4.6288 -1.8721 -0.009
H -0.5547 -1.2731 -3.5153 -0.010
H -1.2003 -1.7531 -5.0959 -0.010
H 0.3016 -2.4617 -4.4949 0.003
```

Entry 2:
Below is an isolated molecule of C3H4N2O, with properties calculated with ωB97M-V/def2-TZVPD.

Properties
HOMO energy   -0.310 Ha
Gap between HOMO and LUMO   9.402 eV
Spin multiplicity   1
ΔE to the lowest compared entry with this formula, charge and spin   1.047 eV

XYZ file:
```
10
Properties=species:S:1:pos:R:3:mulliken_charge:R:1
O 2.1718 -0.4403 -0.1074 -0.512
C 0.8647 -0.1318 -0.0220 0.440
C -0.1659 -0.9996 0.1620 -0.402
N -1.2846 -0.1738 0.2539 -0.197
C -0.8846 1.0919 -0.0006 -0.152
N 0.4213 1.1607 -0.1060 -0.598
H 2.6367 0.3975 -0.2418 0.365
H -0.2225 -2.0628 0.3605 0.389
H -1.9473 -0.7748 -0.2522 0.281
H -1.5762 1.9207 -0.0468 0.386
```

Entry 3:
Below is a structure of composition C36H54B2HfN11S4, with properties calculated with ωB97M-V/def2-TZVPD.

Properties
HOMO energy   -0.592 Ha
Gap between HOMO and LUMO   7.818 eV
Spin multiplicity   1
ΔE to the lowest compared entry with this formula, charge and spin   0.429 eV
Total charge   +3

XYZ file:
```
108
Properties=species:S:1:pos:R:3:mulliken_charge:R:1
Hf -0.8217 0.0972 0.4285 0.576
C 4.1071 0.8416 2.1796 -1.794
C 4.1031 0.9831 0.6882 0.423
C 5.0679 1.6653 0.0150 -0.547
C 5.0374 1.7996 -1.3961 0.032
N 4.0652 1.2683 -2.0935 -0.502
N 3.1184 0.5829 -1.4232 0.853
B 2.0371 -0.0238 -2.3043 -1.016
N 0.8807 0.8849 -2.6779 -0.288
N 1.7569 0.6198 -3.6664 0.348
C 1.6443 1.0795 -4.8826 0.559
C 0.5486 1.9750 -5.0692 -1.257
C -0.3143 2.3145 -4.0662 0.314
C -1.4328 3.2811 -4.2711 -1.845
C -0.1425 1.6990 -2.7632 0.929
S -1.1740 2.0027 -1.4504 -0.376
C 2.5891 0.6438 -5.9730 2.466
C 3.5949 -0.3680 -5.4228 -1.730
C 3.3133 1.8848 -6.5175 -1.435
C 1.7497 -0.0044 -7.0865 -1.797
N 1.9061 -1.5383 -2.2122 1.175
N 3.1326 -2.0408 -2.3884 -0.523
C 3.2806 -3.3402 -2.4305 -0.303
C 2.1463 -4.1792 -2.3340 -0.392
C 0.8932 -3.6612 -2.1525 -0.114
C -0.3251 -4.5288 -2.0617 -1.863
C 0.7877 -2.2506 -2.0446 1.013
S -0.7388 -1.4864 -1.7431 -0.265
C 4.7105 -3.8484 -2.5621 2.106
C 4.7435 -5.3533 -2.8339 -2.170
C 5.4253 -3.5469 -1.2339 -1.533
C 5.4149 -3.1047 -3.7055 -1.337
C 3.0652 0.4136 -0.0960 0.037
S 1.8233 -0.5608 0.6226 0.300
C 6.1486 2.5523 -2.1052 1.943
C 6.2412 3.9690 -1.5140 -1.708
C 7.4624 1.7900 -1.8511 -1.602
C 5.8970 2.6503 -3.6051 -1.762
H 4.9793 1.3285 2.6100 0.456
H 4.1123 -0.2119 2.4639 0.345
H 3.2060 1.2881 2.6027 0.321
H 5.8729 2.1301 0.5698 0.449
H 0.4049 2.4027 -6.0536 0.425
H -1.4776 3.6181 -5.3029 0.428
H -1.3043 4.1493 -3.6198 0.397
H -2.3868 2.8259 -3.9976 0.414
H 4.1565 0.0409 -4.5797 -0.090
H 4.3035 -0.6326 -6.2077 0.655
H 3.0983 -1.2881 -5.0995 0.285
H 3.9315 2.3468 -5.7487 0.135
H 2.6194 2.6329 -6.9061 0.404
H 3.9623 1.5791 -7.3389 0.478
H 1.1871 -0.8633 -6.7131 0.379
H 2.4234 -0.3559 -7.8684 0.471
H 1.0510 0.6977 -7.5457 0.396
H 2.2692 -5.2509 -2.4106 0.649
H -0.0615 -5.5779 -2.1794 0.437
H -1.0423 -4.2595 -2.8394 0.366
H -0.8309 -4.3910 -1.1043 0.337
H 4.3288 -5.9330 -2.0052 0.420
H 5.7791 -5.6684 -2.9579 0.413
H 4.2105 -5.6155 -3.7519 0.480
H 4.9706 -4.0995 -0.4068 0.363
H 5.3907 -2.4786 -1.0054 0.224
H 6.4707 -3.8510 -1.3050 0.436
H 4.9046 -3.2754 -4.6574 0.357
H 6.4359 -3.4753 -3.8023 0.530
H 5.4525 -2.0303 -3.5169 0.035
H 6.5017 3.9615 -0.4538 0.364
H 5.3033 4.5161 -1.6376 0.372
H 7.0238 4.5219 -2.0349 0.478
H 7.7411 1.7942 -0.7949 0.384
H 8.2697 2.2716 -2.4043 0.459
H 7.3936 0.7524 -2.1892 0.295
H 4.9676 3.1862 -3.8082 0.324
H 5.8464 1.6643 -4.0709 0.299
H 6.7155 3.2029 -4.0674 0.490
C -4.2126 -0.9923 -1.4277 -0.808
C -4.1316 -0.2164 -0.1642 0.383
N -3.0448 0.1272 0.5476 0.015
C -3.5122 0.8493 1.6667 -0.321
C -4.8501 0.9284 1.6113 -0.715
N -5.2101 0.2538 0.4611 0.023
H -3.2303 -1.1712 -1.8467 0.008
H -4.8123 -0.4560 -2.1638 0.387
H -4.6887 -1.9574 -1.2479 0.356
H -2.8604 1.2496 2.4221 0.410
H -5.5645 1.3966 2.2672 0.433
H -6.1571 0.1261 0.1343 0.218
B -1.3411 3.6093 3.1467 0.306
C -0.7128 2.5192 2.3092 0.085
N -0.2985 1.6208 1.6772 -0.011
H -0.5001 4.4468 3.3699 -0.047
H -2.2501 4.0358 2.4609 -0.023
H -1.7276 3.0400 4.1512 -0.018
C 0.0427 -0.0876 4.6369 -0.761
N 0.7546 -1.2842 4.1717 0.327
C 1.8675 -1.8377 4.7816 -0.149
C 2.1879 -2.9548 4.0953 -0.562
N 1.2644 -3.0538 3.0756 0.207
C 0.3948 -2.0386 3.1309 -0.041
S -1.0017 -1.8655 2.1221 -0.465
H 0.5700 0.3126 5.4961 0.308
H -0.9707 -0.3504 4.9291 0.346
H 0.0154 0.6592 3.8500 0.206
H 2.3203 -1.3998 5.6551 0.467
H 2.9692 -3.6779 4.2522 0.458
H 1.1981 -3.8024 2.4054 0.200
```

Entry 4:
Below is an isolated molecule of C5H6N2O2, with properties calculated with ωB97M-V/def2-TZVPD.

Properties
HOMO energy   -0.371 Ha
Gap between HOMO and LUMO   10.813 eV
Spin multiplicity   1
ΔE to the lowest compared entry with this formula, charge and spin   5.658 eV

XYZ file:
```
15
Properties=species:S:1:pos:R:3:mulliken_charge:R:1
C 0.9335 -0.5557 -1.7204 0.416
C 0.0774 -0.6860 -0.1307 -0.248
C -0.4111 -0.1464 1.4123 -0.741
C -1.0572 1.1044 1.0893 0.110
C 0.4141 0.5139 -0.8091 0.151
H 1.7554 -2.1880 -0.4122 0.210
H -0.8500 -1.0500 -0.5063 0.275
H -0.9920 -0.7579 2.0398 0.398
H 0.6243 0.1211 1.9271 0.245
H -1.7225 1.6432 1.8718 0.336
H 1.1013 0.9778 -0.1083 0.369
N 1.3622 -1.2990 -0.5418 -0.315
N -1.3281 1.7164 0.0335 -0.418
O 0.8183 -0.7586 -2.9236 -0.562
O -0.7255 1.3648 -1.2213 -0.226
```

Entry 5:
Below is a cluster of 2 separate species, C4H12 in total, with properties calculated with ωB97M-V/def2-TZVPD.

Properties
HOMO energy (alpha / beta)   -0.597 / -0.537 Ha
Gap between HOMO and LUMO (alpha / beta)   13.356 / 3.111 eV
Spin multiplicity   2
ΔE to the lowest compared entry with this formula, charge and spin   0.887 eV
<S²>   0.75
Total charge   +1

XYZ file:
```
16
Properties=species:S:1:pos:R:3:mulliken_spin:R:1
C 1.1525 -1.1395 -0.7742 0.091
C 0.3968 -2.4507 -1.2963 0.128
H 2.2192 -1.3161 -0.8411 0.002
H 0.7884 -0.2848 -1.3296 0.008
H 0.8245 -1.0333 0.2735 0.047
H 0.9317 -3.3637 -1.0339 0.003
H 0.6444 -2.3407 -2.3669 0.057
H -0.6198 -2.4506 -0.9294 -0.003
C -0.2424 1.8386 1.5762 0.093
C -1.2935 1.7192 0.4996 0.152
H 0.6365 1.3142 1.2040 0.025
H 0.0439 2.8699 1.8413 0.100
H -0.6697 1.4624 2.5208 0.071
H -2.3157 1.4001 0.7529 0.057
H -1.6579 2.7515 0.1781 0.169
H -0.8375 1.2531 -0.3600 0.002
```